(1)
This record from the Open Molecules 2025 dataset describes a structure of composition C25H21FN7S2Ti. The level of theory is ωB97M-V/def2-TZVPD.

Results
2S+1: 3
Net charge: -1
Energy relative to the best compared isomer or geometry (same formula, charge and spin): 0.0 kJ/mol
Orbital gap (spin up / spin down): 0.2128 / 0.2229 hartree

Each line ends with the natural charge from an NBO analysis.
Cartesian coordinates (Å):
Ti (-0.0447, -0.0016, 0.0759)  1.582
C (1.5457, 2.9855, 4.9011)  -0.750
S (-0.1514, 2.6970, 4.3710)  0.261
C (0.0920, 1.9803, 2.7777)  -0.082
S (-1.3055, 1.7511, 1.8382)  -0.184
N (1.3032, 1.6711, 2.4469)  -0.432
N (1.4034, 1.1145, 1.1809)  -0.371
C (2.6246, 1.2495, 0.6887)  -0.022
C (2.8318, 0.8246, -0.6347)  0.114
C (3.9919, 1.0776, -1.3965)  -0.226
C (4.0137, 0.7188, -2.7161)  -0.191
C (2.8820, 0.0984, -3.2831)  -0.314
C (1.7902, -0.1330, -2.4840)  0.093
N (1.7476, 0.2181, -1.1901)  -0.529
H (1.4832, 3.4799, 5.8710)  0.210
H (2.0889, 2.0479, 4.9966)  0.231
H (2.0619, 3.6290, 4.1920)  0.220
H (3.3905, 1.7353, 1.2800)  0.203
H (4.8372, 1.5617, -0.9245)  0.211
H (4.8901, 0.9133, -3.3217)  0.205
H (2.8646, -0.2015, -4.3210)  0.213
H (0.9025, -0.6291, -2.8543)  0.224
C (1.9509, -1.4108, 5.0969)  -0.262
C (0.6117, -1.0638, 5.2325)  -0.211
C (-0.2195, -1.0098, 4.1268)  -0.255
C (0.2735, -1.3060, 2.8520)  0.262
C (1.6177, -1.6683, 2.7269)  -0.263
C (2.4476, -1.7109, 3.8354)  -0.199
N (-0.5105, -1.1630, 1.7061)  -0.687
C (-1.7724, -1.6990, 1.6433)  0.181
C (-2.2653, -2.7407, 2.4438)  -0.272
C (-3.5646, -3.1966, 2.2993)  -0.211
C (-4.4258, -2.6407, 1.3537)  -0.270
C (-3.9654, -1.6302, 0.5291)  -0.221
C (-2.6494, -1.1856, 0.6487)  0.147
N (-2.0983, -0.1821, -0.1137)  -0.302
N (-2.8660, 0.5950, -0.8510)  -0.326
C (-2.1394, 1.5917, -1.3770)  0.340
C (-2.7887, 2.6642, -2.0402)  -0.243
C (-2.0473, 3.7121, -2.4966)  -0.173
C (-0.6502, 3.7201, -2.2984)  -0.331
C (-0.0841, 2.6646, -1.6360)  0.093
N (-0.7896, 1.6171, -1.1736)  -0.562
H (2.5993, -1.4414, 5.9641)  0.198
H (0.2161, -0.8021, 6.2069)  0.203
H (-1.2500, -0.6919, 4.2254)  0.229
H (1.9978, -1.9055, 1.7395)  0.217
H (3.4896, -1.9828, 3.7125)  0.198
H (-1.6197, -3.1786, 3.1942)  0.214
H (-3.9126, -4.0010, 2.9373)  0.196
H (-5.4437, -2.9987, 1.2629)  0.197
H (-4.5956, -1.1720, -0.2204)  0.223
H (-3.8639, 2.6212, -2.1371)  0.221
H (-2.5303, 4.5461, -2.9914)  0.203
H (-0.0333, 4.5385, -2.6402)  0.210
H (0.9800, 2.6380, -1.4363)  0.203
F (-0.0022, -1.5872, -0.8841)  -0.614

---

(2)
This record from the Open Molecules 2025 dataset describes a structure of composition C26H44AsFN4NaO10SSbTe. The level of theory is ωB97M-V/def2-TZVPD.

Results
Net charge: -2
Energy relative to the best compared isomer or geometry (same formula, charge and spin): 167.8 kJ/mol
Orbital gap: 0.1697 hartree

Each line ends with the Mulliken charge.
Cartesian coordinates (Å):
Na (-0.4628, -0.0729, 0.3434)  0.951
C (2.7245, 2.3449, 1.0203)  -1.054
N (2.1817, 2.0219, 2.3296)  0.371
C (3.1381, 1.7138, 3.3855)  -1.075
C (0.8978, 1.6337, 2.4183)  0.119
O (0.1160, 1.7062, 1.4666)  0.100
C (0.4260, 1.1479, 3.7839)  -1.356
O (-0.9009, 0.6903, 3.7742)  -0.204
C (-1.8863, 1.6881, 3.8091)  -0.005
C (-3.2270, 1.2621, 3.2221)  0.422
O (-3.9046, 2.1190, 2.6554)  -0.730
N (-3.6934, 0.0122, 3.4191)  0.141
C (-4.9304, -0.3198, 2.7318)  -0.877
C (-2.9745, -1.0948, 4.0503)  -0.968
H (3.4474, 3.1579, 1.1183)  0.420
H (1.9204, 2.6520, 0.3601)  0.036
H (3.2065, 1.4695, 0.5765)  0.440
H (4.1366, 1.7346, 2.9508)  0.410
H (2.9776, 0.7090, 3.7838)  0.408
H (3.1064, 2.4599, 4.1867)  0.283
H (0.5624, 1.9521, 4.5232)  0.515
H (1.0467, 0.2917, 4.0651)  0.401
H (-1.5973, 2.5767, 3.2455)  0.045
H (-2.0829, 1.9911, 4.8519)  0.279
H (-4.8409, -0.1366, 1.6633)  0.145
H (-5.7626, 0.2708, 3.1201)  0.305
H (-5.1303, -1.3795, 2.8717)  0.399
H (-2.3012, -0.7350, 4.8203)  0.346
H (-2.4030, -1.6641, 3.3175)  0.230
H (-3.7154, -1.7477, 4.5147)  0.454
Te (2.0400, -0.5665, -1.9214)  -0.119
C (3.9454, -1.4472, -1.9834)  0.301
C (5.1567, -0.8281, -2.1757)  -0.619
C (6.2617, -1.7216, -2.1539)  -0.413
C (5.8857, -3.0165, -1.9470)  -0.712
S (4.1855, -3.1306, -1.7774)  0.050
H (5.2464, 0.2371, -2.3392)  0.387
H (7.2912, -1.4157, -2.2917)  0.339
H (6.5167, -3.8901, -1.9017)  0.360
C (2.4600, -3.0865, 2.2176)  -1.042
C (1.9906, -1.7128, 2.6970)  0.486
O (2.2645, -1.3837, 3.8826)  -0.875
O (1.3494, -1.0254, 1.8639)  -0.089
H (3.2439, -3.4828, 2.8621)  0.365
H (2.8100, -3.0275, 1.1862)  0.058
H (1.6165, -3.7815, 2.2257)  0.250
C (-3.8772, -0.0127, -1.8586)  -1.092
As (-2.1924, 0.2276, -2.7392)  0.720
C (-2.0125, -0.9740, -4.2271)  -1.308
C (-2.4181, 1.9366, -3.6208)  -1.014
O (-0.8815, 0.3896, -1.7459)  -0.122
H (-4.6770, 0.2102, -2.5663)  0.527
H (-3.8967, 0.7089, -1.0423)  0.211
H (-3.9186, -1.0321, -1.4833)  0.311
H (-2.8695, -0.8097, -4.8824)  0.524
H (-1.9850, -1.9976, -3.8651)  0.350
H (-1.0893, -0.7228, -4.7485)  0.336
H (-3.1778, 1.8658, -4.4019)  0.463
H (-1.4629, 2.2215, -4.0599)  0.300
H (-2.7226, 2.6856, -2.8909)  0.087
C (-2.3975, 5.4277, -1.1282)  -1.415
Sb (-1.5031, 3.6627, -0.2331)  0.695
C (0.2177, 3.7003, -1.5201)  -1.150
C (-0.6470, 4.8348, 1.3541)  -1.387
H (-1.6367, 6.1992, -1.2669)  0.391
H (-3.1864, 5.8159, -0.4822)  0.347
H (-2.8343, 5.1874, -2.0992)  0.336
H (0.9724, 4.3817, -1.1241)  0.479
H (-0.0989, 4.0598, -2.5014)  0.460
H (0.6308, 2.6982, -1.6318)  0.090
H (-0.1364, 5.6964, 0.9193)  0.505
H (0.0648, 4.2334, 1.9166)  0.261
H (-1.4380, 5.1797, 2.0210)  0.371
F (1.0435, -2.2296, -5.0538)  -0.427
C (1.0799, -3.0988, -3.9992)  0.022
C (0.6244, -2.6248, -2.7718)  0.620
N (0.4899, -3.5647, -1.7376)  0.489
C (-0.1235, -3.1471, -0.4857)  -0.088
C (-1.4838, -2.4432, -0.6283)  0.004
O (-2.1411, -2.5962, -1.6812)  -0.751
O (-1.8257, -1.7510, 0.3678)  -0.664
C (0.9851, -4.8418, -1.8283)  0.598
O (0.9231, -5.6644, -0.9199)  -0.767
N (1.5591, -5.1618, -3.0336)  0.011
C (1.6191, -4.3730, -4.2005)  0.159
O (2.0710, -4.8729, -5.2385)  -0.803
H (-0.1972, -1.9309, -2.7721)  -0.805
H (0.5601, -2.5062, 0.0784)  -0.282
H (-0.2791, -4.0502, 0.1025)  0.501
H (1.9302, -6.0934, -3.1130)  0.230

---

(3)
This record from the Open Molecules 2025 dataset describes a structure of composition C11H18F9N2O6PS2. The level of theory is ωB97M-V/def2-TZVPD.

Results
Orbital gap: 0.2902 hartree

Each line ends with the natural charge from an NBO analysis.
Cartesian coordinates (Å):
C (-3.0769, 1.7109, 0.2948)  -0.618
C (-3.1742, 0.6393, -0.8297)  -0.384
C (-1.8031, -0.1153, -1.0367)  -0.445
C (-2.1498, -1.5842, -1.3279)  -0.237
N (-0.9668, -2.4966, -1.6719)  -0.500
C (0.0509, -1.8241, -2.5901)  -0.340
C (1.2670, -1.2321, -1.8373)  0.750
O (2.2735, -1.8083, -1.8128)  -0.466
O (1.1937, -0.0138, -1.2302)  -0.665
P (-0.0823, -3.2242, -0.2196)  0.948
C (-0.9478, -4.7221, 0.4394)  -0.955
C (0.0244, -2.0356, 1.1898)  -0.956
C (-1.5434, -3.5944, -2.5009)  1.113
F (-1.8501, -3.1495, -3.7101)  -0.299
F (-0.7209, -4.5939, -2.6504)  -0.276
F (-2.6767, -4.0245, -1.9899)  -0.291
H (-3.2771, 1.2612, 1.2788)  0.212
H (-2.1087, 2.2350, 0.2994)  0.242
H (-3.8661, 2.4541, 0.0969)  0.221
H (-3.9210, -0.0965, -0.4736)  0.189
H (-3.4918, 1.0474, -1.7984)  0.209
H (-1.2270, 0.0596, -0.1190)  0.254
H (-1.2971, 0.4121, -1.8549)  0.210
H (-2.9148, -1.5722, -2.1232)  0.241
H (-2.6591, -2.0257, -0.4568)  0.231
H (0.4691, -2.5314, -3.3176)  0.271
H (-0.4347, -1.0469, -3.2009)  0.246
H (0.9545, 0.6066, -1.9440)  0.499
H (-0.3457, -5.2256, 1.2078)  0.284
H (-1.9114, -4.4077, 0.8896)  0.229
H (-1.2074, -5.4722, -0.3199)  0.259
H (-0.9019, -1.4916, 1.4318)  0.245
H (0.2820, -2.6211, 2.0911)  0.279
H (0.8698, -1.3494, 1.0221)  0.293
C (3.0810, 2.5990, -0.4911)  0.708
F (2.4922, 2.2771, -1.6601)  -0.345
F (3.7356, 1.5083, -0.0592)  -0.318
F (4.0163, 3.5218, -0.7508)  -0.310
S (1.8281, 3.1775, 0.7150)  2.244
O (0.9424, 2.0461, 0.8677)  -0.972
O (1.2426, 4.3339, 0.0959)  -0.930
N (2.8199, 3.4479, 1.9115)  -1.201
S (2.1378, 3.9938, 3.2417)  2.238
O (1.3123, 3.0544, 3.9510)  -0.938
O (1.6362, 5.3367, 3.1838)  -0.924
C (3.6688, 4.1111, 4.2412)  0.709
F (4.5619, 4.9498, 3.6880)  -0.319
F (4.2804, 2.9182, 4.3620)  -0.323
F (3.4156, 4.5569, 5.4779)  -0.314

---

(4)
This record from the Open Molecules 2025 dataset describes an isolated molecule of C9H14N2O3S. The level of theory is ωB97M-V/def2-TZVPD.

Results
Energy relative to the best compared isomer or geometry (same formula, charge and spin): 177.8 kJ/mol
Orbital gap: 0.3139 hartree

Each line ends with the natural charge from an NBO analysis.
Cartesian coordinates (Å):
C (3.2148, 1.5756, -0.7460)  -0.388
C (1.8847, 1.3149, -0.5362)  0.079
C (4.2878, 0.7710, -0.2953)  0.632
C (2.4934, -0.6896, 0.6098)  0.283
C (-0.9745, 0.0553, -1.8809)  -0.637
C (-1.7938, -1.7910, -0.1768)  -0.655
C (-0.7549, 1.3822, 2.2313)  -0.253
C (0.1196, -0.0831, 0.5423)  0.200
C (-0.6627, -1.0229, -0.8801)  0.348
N (3.7737, -0.3937, 0.3432)  -0.607
N (1.4995, 0.2275, 0.2283)  -0.440
O (5.4673, 0.9446, -0.4804)  -0.560
O (0.2787, -1.8328, -1.4484)  -0.713
O (-0.5853, 1.0415, 0.8351)  -0.562
S (2.0742, -2.0824, 1.3423)  -0.228
H (3.4878, 2.4145, -1.4005)  0.242
H (1.1699, 2.1301, -0.6560)  0.244
H (-0.9403, -0.6181, -2.7857)  0.233
H (-1.8461, 0.5327, -1.7592)  0.213
H (-0.0557, 0.8058, -1.8345)  0.208
H (-2.4171, -2.0180, -1.0069)  0.218
H (-2.2807, -1.0864, 0.4271)  0.219
H (-1.2719, -2.6243, 0.3459)  0.218
H (-1.6249, 2.0568, 2.2531)  0.214
H (0.2229, 1.6014, 2.6679)  0.193
H (-1.1025, 0.3713, 2.8245)  0.166
H (0.1784, -0.8298, 1.3021)  0.207
H (4.3154, -1.2790, 0.3444)  0.444
H (0.4718, -2.5100, -0.8570)  0.482

---

(5)
This record from the Open Molecules 2025 dataset describes a structure of composition CH4ClPS2. The level of theory is ωB97M-V/def2-TZVPD.

Results
Energy relative to the best compared isomer or geometry (same formula, charge and spin): 212.0 kJ/mol
Orbital gap (spin up / spin down): 0.2723 / 0.2723 hartree

Each line ends with the natural charge from an NBO analysis.
Cartesian coordinates (Å):
C (0.7610, 0.3566, -0.8575)  -1.046
P (-0.6112, 0.6105, 0.2770)  1.088
S (-2.3781, 0.9696, -0.4249)  -0.379
S (-0.1371, -1.9476, 1.4487)  -0.439
Cl (0.0488, 1.7551, 1.7215)  -0.177
H (1.5615, -0.1701, -0.2669)  0.278
H (0.6808, -0.3539, -1.7348)  0.294
H (1.2353, 1.3961, -1.2105)  0.264
H (-1.1611, -2.6165, 1.0476)  0.117